(1)
Entry from OMol25: C28H59N6O11V as an isolated structure at a distorted geometry (ωB97M-V/def2-TZVPD).

Values from the calculation:
Electronic energy (eV): -87140.1736
HOMO-LUMO gap (alpha / beta) (eV): 7.50 / 7.54
Total charge: +1
Molar mass (g mol⁻¹): 706.755
Multiplicity: 4
LUMO level (alpha / beta) (eV): -4.0 / -4.0

Element x y z (Å)
H: 6.892 -18.355 7.788
C: 8.088 -25.703 10.753
O: 1.598 -21.057 6.545
C: 2.332 -21.892 7.048
H: 6.223 -22.910 7.291
H: 4.068 -22.939 6.914
C: 2.124 -22.261 8.491
C: 7.955 -25.032 13.098
C: 5.629 -18.440 5.209
H: 4.403 -26.730 5.986
H: 7.887 -16.601 12.211
H: 12.967 -21.927 12.667
C: 8.936 -25.886 9.516
H: 5.521 -17.373 8.231
C: 7.522 -16.715 11.196
H: 7.562 -20.731 6.631
H: 8.417 -16.768 10.570
C: 12.723 -22.224 6.065
C: 12.736 -22.700 11.932
N: 8.689 -25.389 11.883
H: 4.670 -22.300 4.747
H: 3.972 -25.755 4.525
H: 9.617 -24.977 11.884
O: 4.384 -24.125 11.302
H: 7.174 -16.890 8.585
O: 5.356 -24.277 8.395
O: 6.673 -25.384 3.203
H: 2.287 -21.369 9.103
H: 13.490 -22.679 11.150
C: 6.396 -23.356 8.287
H: 2.838 -21.443 13.734
H: 10.197 -23.472 7.960
H: 8.359 -24.075 13.451
C: 12.334 -23.845 7.697
N: 6.042 -19.556 5.867
H: 7.569 -23.303 5.395
O: 12.446 -24.956 8.166
H: 8.315 -25.689 13.895
H: 4.109 -20.313 13.539
H: 7.374 -23.845 8.321
H: 5.991 -25.123 6.308
H: 6.884 -24.982 13.007
C: 3.862 -21.359 13.363
C: 4.807 -22.282 14.114
O: 6.790 -18.885 11.989
C: 3.638 -22.081 5.007
O: 13.231 -23.345 6.814
H: 6.864 -15.898 10.910
H: 11.112 -22.302 8.686
C: 9.324 -21.278 11.074
C: 4.148 -18.246 5.107
N: 10.705 -21.460 11.489
H: 10.595 -22.476 5.710
H: 11.074 -21.029 6.614
H: 7.112 -21.480 9.151
H: 11.289 -20.652 11.616
H: 2.996 -21.776 11.404
C: 6.255 -22.146 9.215
C: 3.953 -21.824 11.912
H: 2.724 -23.089 8.892
H: 5.435 -20.167 6.381
C: 11.115 -22.917 7.780
C: 11.332 -22.659 11.370
H: 4.474 -22.514 15.121
C: 11.241 -22.101 6.505
O: 4.918 -23.464 13.278
O: 10.788 -23.646 10.884
H: 9.140 -24.904 9.105
H: 3.509 -21.028 4.774
H: 8.645 -24.087 4.082
H: 8.337 -26.517 8.864
N: 3.367 -22.429 6.378
H: 8.065 -19.062 6.413
H: 9.211 -20.950 10.032
H: 5.867 -19.311 9.880
H: 4.693 -21.268 11.335
O: 6.847 -25.798 10.731
C: 4.754 -26.296 5.053
H: 1.071 -22.481 8.664
H: 3.842 -17.224 4.926
O: 6.425 -17.663 4.778
C: 6.489 -17.734 8.596
H: 3.632 -18.602 6.007
C: 7.941 -24.197 4.896
H: 9.857 -26.382 9.805
H: 5.776 -21.784 14.206
H: 3.009 -22.694 4.361
H: 3.741 -18.890 4.323
H: 12.792 -23.618 12.521
H: 12.820 -22.309 4.990
H: 8.398 -24.761 5.719
H: 8.853 -20.464 11.631
C: 6.758 -25.022 4.375
N: 5.869 -25.396 5.347
H: 8.791 -22.211 11.233
V: 4.876 -25.692 9.921
C: 4.432 -23.240 12.102
H: 13.309 -21.388 6.449
C: 7.455 -19.851 5.988
C: 6.822 -18.045 11.075
N: 6.343 -18.428 9.852
H: 6.236 -22.544 10.236
H: 7.791 -20.236 5.027
H: 5.318 -21.664 8.934
H: 5.145 -27.112 4.447

=====

(2)
Entry from OMol25: a 8-piece molecular cluster, C28H60BNO12P overall at a distorted geometry (ωB97M-V/def2-TZVPD).

Values from the calculation:
Electronic energy (eV): -66032.6169
HOMO-LUMO gap (eV): 5.19
Total charge: -1
Molar mass (g mol⁻¹): 644.569
LUMO level (eV): 2.0

Element x y z (Å)
H: -5.322 1.306 7.005
H: 5.359 6.304 1.132
H: -4.001 -2.587 -5.560
O: -4.084 -3.349 -0.077
C: 0.244 -4.545 -3.374
C: -1.806 -0.019 1.484
H: 3.672 -0.992 1.941
H: -2.782 -5.476 0.108
H: 1.942 -3.934 -5.582
H: -1.000 -0.714 -1.208
H: 5.784 3.966 4.119
H: -0.564 -4.235 -2.708
C: -5.901 0.523 6.512
O: -4.807 -1.328 5.503
H: 5.005 -3.324 2.648
H: 0.512 -1.934 -0.948
C: -1.818 -1.646 1.660
C: 2.577 7.945 -0.452
C: 3.619 -1.974 1.386
C: -4.619 1.536 -6.620
H: -1.324 -1.768 2.681
H: -0.193 -4.948 -4.291
H: 3.703 -0.224 -1.253
C: -5.132 -0.772 6.532
B: 1.288 -1.428 1.169
O: 4.403 8.129 1.057
O: 2.392 -2.201 0.658
C: 2.802 9.878 1.231
O: -1.106 -2.110 0.490
C: 6.361 1.875 -0.409
H: -2.830 0.344 1.137
H: -1.733 0.483 2.523
O: -4.695 -0.837 -6.693
C: 2.285 -3.572 -4.610
H: 6.819 2.046 0.564
H: -2.678 -2.659 -4.354
C: 3.361 8.605 0.651
C: 6.339 4.751 2.207
H: 6.095 6.829 2.653
O: 6.686 4.189 1.185
C: -4.783 -1.350 7.878
H: -4.241 -4.112 -2.722
H: -3.150 -1.914 3.976
H: 4.578 5.877 2.661
H: -4.516 -2.926 3.309
C: -2.500 -4.849 1.022
C: 5.539 6.026 2.166
H: -7.023 0.672 -5.363
C: 6.694 4.196 3.561
H: 2.493 8.621 -1.305
H: 3.198 -3.394 3.145
H: 1.585 7.669 -0.090
H: 7.121 1.486 -1.091
H: 2.974 -4.291 -4.161
H: -5.698 0.592 -4.160
C: -3.646 -4.527 -4.736
C: -4.660 -4.565 -3.624
C: 3.919 -3.266 2.276
O: 4.965 0.388 0.814
H: -4.231 -2.282 7.740
P: -0.030 -0.842 -0.139
H: -2.436 -3.301 -5.991
O: -0.642 0.508 0.768
H: -6.082 0.820 5.477
H: 3.097 7.040 -0.773
O: 1.216 -1.180 2.587
H: -6.376 -0.897 -4.846
H: 0.839 -5.311 -2.870
H: 3.470 10.241 2.015
C: -3.384 -2.746 3.231
H: -6.863 0.392 7.012
H: 5.967 2.821 -0.781
H: 7.302 4.918 4.111
H: -4.918 -5.603 -3.405
H: -4.154 -0.650 8.432
C: -5.105 0.183 -6.175
H: 4.452 -1.933 0.594
C: -6.118 0.141 -5.062
H: -5.695 -1.564 8.439
N: -3.138 -2.326 1.811
H: -5.458 2.129 -6.991
O: -3.234 -5.551 -5.252
C: -3.163 -3.176 -5.186
C: -3.281 -3.467 0.888
H: 0.677 -0.395 2.794
H: -5.565 -4.036 -3.930
H: -4.133 2.049 -5.788
H: -2.863 -3.731 3.484
H: -1.374 -4.654 0.999
H: 0.930 -0.042 -0.905
H: 5.154 0.053 -2.239
H: -2.767 -5.428 1.966
C: 1.104 -3.355 -3.698
H: 2.728 10.640 0.453
O: 0.848 -2.264 -3.240
H: -3.894 1.413 -7.427
H: 3.798 -4.187 1.596
C: 5.243 0.876 -0.265
H: 2.809 -2.626 -4.754
H: 1.820 9.687 1.668
H: 7.269 3.277 3.437
H: 4.000 1.389 -1.930
C: 4.478 0.503 -1.508

=====

(3)
Entry from OMol25: C28H60BrI2N6O8P2 as an isolated structure (ωB97M-V/def2-TZVPD).

Values from the calculation:
Electronic energy (eV): -160147.3667
HOMO-LUMO gap (eV): 7.50
Total charge: +1
Molar mass (g mol⁻¹): 1004.482
LUMO level (eV): -3.4

Element x y z (Å)
H: 1.921 2.358 -1.059
H: 1.559 1.362 1.162
H: 1.068 -7.967 -3.027
H: 0.101 1.819 2.747
H: 0.843 -9.294 -1.873
C: 3.451 10.987 2.885
H: 0.268 4.985 4.822
H: -3.177 -1.655 -3.797
C: -0.704 -0.702 0.209
H: 2.555 10.864 2.288
H: 1.434 1.000 -2.902
C: 2.200 5.604 5.420
C: -0.796 4.355 -3.539
P: -4.142 0.618 1.590
P: -0.850 1.769 -2.928
O: -1.874 2.059 -1.898
H: 4.184 11.537 2.294
H: -0.954 -3.642 -0.666
H: 2.672 5.910 6.348
O: 4.021 7.447 3.384
C: 3.252 -11.439 -2.845
H: -2.233 -8.161 -3.930
C: -1.492 4.192 0.767
H: 2.003 7.334 2.023
C: 1.985 -12.857 -4.515
C: 2.218 8.391 2.143
H: -0.142 6.167 -2.582
H: -1.973 -4.211 -1.992
H: 3.199 11.583 3.762
H: -2.415 3.613 0.682
C: -2.148 -0.869 0.432
C: 0.066 5.286 6.769
C: -0.292 -7.517 -1.417
H: -2.433 -9.503 -2.796
O: -0.318 3.002 -3.751
O: -1.283 0.729 -4.037
H: 1.700 -0.003 0.059
H: -3.280 1.320 -4.151
C: 0.189 5.136 -2.700
H: 2.361 8.848 1.164
H: 1.157 5.155 -3.208
H: 1.382 8.883 2.642
C: 3.477 8.464 2.981
N: 0.801 5.271 5.627
H: 1.161 6.712 7.957
H: 1.275 -11.452 -3.099
C: -1.350 1.234 1.290
C: 0.769 5.698 8.039
N: -5.170 -0.480 1.997
H: -1.995 -2.948 1.062
C: 1.106 0.880 0.298
H: -4.172 1.085 0.264
H: -2.272 -7.332 -1.559
Br: -1.845 -0.940 3.203
C: -0.836 2.222 2.366
H: 4.561 -13.128 -3.152
I: 1.459 4.182 1.682
O: 3.213 -10.602 -1.959
C: 0.999 1.800 -0.914
H: -1.787 5.225 0.955
H: 4.808 9.663 3.837
O: -2.863 -2.822 -0.796
H: -1.241 -2.607 -2.089
N: -0.246 0.423 0.619
H: -0.855 4.315 2.787
H: 4.732 -11.849 -4.364
H: 1.597 5.026 8.262
H: -3.642 -2.291 0.989
H: -5.759 -0.757 1.223
C: -1.699 -3.337 -1.409
H: 0.323 -0.007 -2.009
N: 3.971 9.690 3.275
H: 0.345 4.681 -1.722
H: -2.734 0.092 -5.282
H: -2.495 -0.749 -2.451
C: -2.685 0.416 -4.244
C: -1.767 -8.695 -3.101
C: 0.926 -8.213 -1.974
H: 2.962 -13.233 -4.796
H: -1.798 4.329 -3.116
H: -4.170 1.781 2.356
C: 0.605 1.032 -2.191
O: -1.116 4.978 6.747
H: -0.865 4.792 -4.536
H: -0.841 -9.131 -3.459
C: -2.673 -2.305 0.493
H: 1.375 -13.701 -4.190
H: -2.618 -0.398 -0.448
H: 1.797 -7.895 -1.413
I: -2.029 2.396 4.156
H: 2.742 4.745 5.021
H: -0.987 4.167 -0.198
H: 2.303 6.421 4.707
O: -0.225 -6.737 -0.479
H: 5.356 -11.604 -2.723
H: -0.048 -1.414 -0.285
H: -4.167 -0.468 -2.931
H: -1.820 1.732 0.432
H: 1.521 -12.419 -5.400
H: 0.220 2.531 -0.683
C: -0.630 3.696 1.926
C: -3.169 -0.681 -3.306
C: -2.349 0.083 1.649
N: 2.116 -11.874 -3.457
N: -1.494 -7.801 -1.993
C: 4.557 -12.048 -3.306
H: 0.049 5.659 8.850